The following is a quantum chemistry calculation of C22H23F4N4STl as an isolated structure, from OMol25.

Properties
Gap between HOMO and LUMO ... 0.2439 Ha
E_HOMO ... -0.250 Eh
Total charge ... 0

Cartesian coordinates (Å):
Tl (-6.51, -12.13, 11.99)
C (-8.99, -12.39, 9.06)
C (-7.93, -13.48, 9.01)
N (-7.56, -14.00, 10.36)
C (-8.61, -14.82, 11.02)
C (-8.81, -14.53, 12.49)
C (-6.29, -14.76, 10.16)
C (-5.72, -15.44, 11.38)
N (-5.51, -14.50, 12.49)
C (-5.22, -15.11, 13.68)
C (-5.49, -14.42, 14.91)
F (-5.97, -13.16, 14.78)
C (-5.25, -14.94, 16.16)
F (-5.53, -14.22, 17.26)
C (-4.73, -16.24, 16.31)
C (-4.42, -16.95, 15.17)
F (-4.03, -18.24, 15.22)
C (-4.52, -16.37, 13.90)
F (-3.90, -16.93, 12.83)
H (-9.22, -12.03, 8.04)
H (-8.57, -11.53, 9.61)
H (-9.96, -12.66, 9.54)
H (-7.01, -13.08, 8.60)
H (-8.23, -14.29, 8.33)
H (-8.40, -15.91, 10.93)
H (-9.57, -14.66, 10.51)
H (-7.92, -14.80, 13.11)
H (-9.65, -15.14, 12.90)
H (-9.09, -13.50, 12.75)
H (-5.59, -14.05, 9.74)
H (-6.45, -15.51, 9.34)
H (-4.78, -15.86, 11.01)
H (-6.34, -16.30, 11.69)
H (-4.54, -16.67, 17.32)
S (-1.49, -10.51, 6.62)
C (-2.74, -10.97, 7.81)
C (-3.97, -10.29, 7.84)
C (-4.82, -10.67, 8.85)
N (-4.49, -11.50, 9.82)
C (-3.36, -12.17, 9.72)
C (-2.45, -11.97, 8.72)
C (-2.28, -11.03, 5.15)
C (-1.85, -12.20, 4.59)
C (-2.49, -12.61, 3.45)
N (-3.43, -11.90, 2.86)
C (-3.83, -10.77, 3.38)
C (-3.22, -10.23, 4.51)
H (-4.23, -9.52, 7.12)
H (-5.80, -10.19, 8.89)
H (-3.24, -12.88, 10.53)
H (-1.56, -12.62, 8.61)
H (-1.12, -12.91, 5.06)
H (-2.24, -13.57, 2.97)
H (-4.64, -10.28, 2.91)
H (-3.55, -9.27, 4.92)

natural (NBO) atomic charge list, values in e, 8 entries:
1. Tl 0.7971
2. C -0.6200
3. C -0.2165
4. N -0.5083
5. C -0.2387
6. C -0.6345
7. C -0.2147
8. C -0.2541

The following is a quantum chemistry calculation of C31H40AgCl2N2O6P2 as an isolated structure, from OMol25.

Properties
Gap between HOMO and LUMO ... 0.1615 Ha
E_HOMO ... -0.373 Eh
Total charge ... +1

Cartesian coordinates (Å):
C (6.17, 2.36, 0.69)
C (6.78, 0.95, 1.10)
C (5.80, 0.07, 1.98)
C (5.19, -1.17, 1.19)
C (4.36, -0.61, -0.04)
C (2.93, -1.23, -0.16)
C (2.49, -1.61, -1.51)
N (3.33, -1.42, -2.69)
C (3.45, -2.65, -3.52)
C (2.79, -0.28, -3.42)
C (1.52, -0.29, -4.33)
O (3.35, 0.78, -3.28)
C (1.15, -2.19, -1.71)
C (0.30, -2.34, -0.54)
C (0.70, -1.94, 0.83)
C (2.04, -1.39, 1.01)
N (2.43, -0.98, 2.35)
C (2.24, 0.29, 2.55)
C (2.88, 0.98, 3.79)
C (1.36, 1.17, 1.60)
C (-0.35, -2.12, 1.99)
O (-0.06, -2.54, 3.07)
C (-1.82, -1.74, 1.57)
C (-2.22, -2.15, 0.19)
C (-3.52, -1.84, -0.36)
C (-4.48, -1.07, 0.47)
O (-5.69, -0.76, -0.11)
C (-5.78, 0.61, -0.54)
C (-4.53, 1.16, -1.33)
C (-3.55, 1.99, -0.37)
C (-4.93, 2.19, -2.50)
C (-6.03, 3.24, -2.05)
C (-5.31, 1.35, -3.78)
C (-4.10, -0.69, 1.85)
P (-5.25, 0.25, 3.01)
O (-6.80, 0.32, 2.35)
Cl (-4.42, 2.22, 3.06)
C (-2.76, -1.01, 2.42)
P (-2.34, -0.44, 4.17)
O (-2.22, -1.84, 5.13)
Cl (-0.45, 0.51, 4.17)
C (-1.15, -2.91, -0.67)
O (-1.42, -3.87, -1.35)
H (5.63, 2.20, -0.29)
H (6.97, 3.14, 0.51)
H (5.41, 2.74, 1.42)
H (7.70, 1.18, 1.71)
H (7.14, 0.44, 0.17)
H (4.98, 0.73, 2.38)
H (6.39, -0.33, 2.84)
H (6.09, -1.80, 0.80)
H (4.59, -1.86, 1.88)
H (4.24, 0.50, 0.13)
H (4.94, -0.72, -0.99)
H (2.70, -2.71, -4.35)
H (3.42, -3.60, -2.94)
H (4.46, -2.59, -4.03)
H (1.67, 0.20, -5.33)
H (1.13, -1.33, -4.54)
H (0.70, 0.21, -3.74)
H (0.74, -2.51, -2.69)
H (2.08, 1.44, 4.44)
H (3.43, 0.26, 4.46)
H (3.56, 1.80, 3.44)
H (1.89, 1.35, 0.62)
H (0.36, 0.71, 1.37)
H (1.16, 2.14, 2.13)
H (-3.74, -2.19, -1.39)
H (-6.03, 1.35, 0.26)
H (-6.65, 0.65, -1.27)
H (-3.96, 0.34, -1.87)
H (-2.92, 1.25, 0.20)
H (-2.86, 2.66, -0.94)
H (-4.19, 2.56, 0.36)
H (-3.98, 2.74, -2.73)
H (-6.99, 3.03, -2.59)
H (-6.13, 3.30, -0.94)
H (-5.66, 4.25, -2.38)
H (-5.75, 1.96, -4.60)
H (-4.36, 0.89, -4.18)
H (-5.95, 0.48, -3.46)
H (-7.06, 1.26, 2.43)
H (-3.16, -2.07, 5.28)
Ag (5.90, -3.35, 2.13)

Löwdin atomic charge list, values in e, 8 entries:
1. C -0.1036
2. C -0.2343
3. C -0.2005
4. C -0.2550
5. C -0.1088
6. C -0.0495
7. C -0.1462
8. N -0.1030

The following is a quantum chemistry calculation of C4H5NOS as an isolated structure, from OMol25.

Properties
Gap between HOMO and LUMO ... 0.3396 Ha
E_HOMO ... -0.321 Eh
Total charge ... 0

Cartesian coordinates (Å):
C (-0.22, -0.40, 0.44)
C (-1.38, -0.47, -0.44)
C (-0.84, 0.01, -1.63)
C (0.79, -0.06, -0.33)
H (-0.64, 0.52, 2.49)
H (1.05, -0.69, 1.93)
H (-2.45, -0.74, -0.32)
H (-1.39, 0.14, -2.61)
H (2.45, 1.71, 0.29)
N (-0.21, -0.56, 1.82)
O (0.43, 0.14, -1.68)
S (2.40, 0.40, 0.05)

natural (NBO) atomic charge list, values in e, 8 entries:
1. C 0.0829
2. C -0.3620
3. C 0.1629
4. C -0.0245
5. H 0.3814
6. H 0.3849
7. H 0.2437
8. H 0.1948

The following is a quantum chemistry calculation of C49H56FN6O3OsP3 as an isolated structure, from OMol25.

Properties
Gap between HOMO and LUMO (alpha / beta) ... 0.2273 / 0.1983 Ha
E_HOMO (alpha / beta) ... -0.594 / -0.592 Eh
Spin multiplicity ... 5
Total charge ... +4

Cartesian coordinates (Å):
Os (-1.28, 0.28, 0.23)
C (-4.22, 1.36, 2.71)
C (-2.78, 1.88, 2.68)
P (-2.24, 2.33, 0.99)
C (-2.83, 4.00, 0.61)
C (-2.18, 5.03, 1.31)
C (-2.63, 6.33, 1.19)
C (-3.70, 6.63, 0.36)
C (-4.33, 5.62, -0.36)
C (-3.90, 4.30, -0.23)
C (-0.43, 2.51, 1.03)
C (0.38, 1.86, 1.98)
C (1.77, 1.94, 1.88)
C (2.34, 2.65, 0.84)
C (1.55, 3.30, -0.11)
C (0.18, 3.21, -0.04)
C (-4.40, 0.24, 1.68)
P (-4.31, 1.06, 0.03)
C (-3.17, 0.11, -1.03)
C (-2.33, 0.81, -1.93)
C (-1.66, 0.14, -2.97)
C (-1.80, -1.22, -3.10)
C (-2.60, -1.95, -2.20)
C (-3.28, -1.31, -1.20)
C (-5.93, 0.86, -0.71)
C (-7.07, 1.09, 0.07)
C (-8.33, 0.99, -0.50)
C (-8.46, 0.68, -1.85)
C (-7.33, 0.47, -2.63)
C (-6.07, 0.58, -2.07)
H (-4.90, 2.18, 2.50)
H (-4.46, 1.01, 3.71)
H (-2.11, 1.10, 3.03)
H (-2.66, 2.77, 3.31)
H (-1.34, 4.82, 1.96)
H (-2.14, 7.12, 1.75)
H (-4.04, 7.65, 0.26)
H (-5.15, 5.85, -1.01)
H (-4.40, 3.53, -0.79)
H (-0.07, 1.34, 2.81)
H (2.39, 1.47, 2.63)
H (3.42, 2.73, 0.78)
H (2.01, 3.87, -0.90)
H (-0.44, 3.71, -0.78)
H (-5.36, -0.27, 1.79)
H (-3.61, -0.51, 1.77)
H (-2.30, 1.90, -1.90)
H (-1.06, 0.70, -3.67)
H (-1.30, -1.74, -3.91)
H (-2.71, -3.02, -2.32)
H (-3.95, -1.86, -0.55)
H (-6.99, 1.34, 1.12)
H (-9.21, 1.16, 0.10)
H (-9.44, 0.61, -2.30)
H (-7.43, 0.24, -3.68)
H (-5.19, 0.43, -2.70)
C (3.39, -4.82, -3.14)
C (3.81, -4.21, -1.82)
N (3.06, -2.96, -1.51)
C (2.11, -3.00, -0.58)
C (1.27, -1.95, -0.28)
C (0.34, -2.17, 0.88)
O (0.65, -2.87, 1.81)
O (-0.85, -1.58, 0.80)
C (1.40, -0.74, -0.99)
O (0.66, 0.29, -0.82)
C (2.48, -0.67, -1.95)
C (2.75, 0.51, -2.65)
C (3.80, 0.60, -3.50)
F (3.99, 1.77, -4.14)
C (4.71, -0.48, -3.73)
C (4.40, -1.67, -3.07)
C (3.32, -1.77, -2.19)
N (5.81, -0.37, -4.58)
C (6.93, -1.29, -4.49)
C (7.36, -1.76, -5.87)
N (7.42, -0.57, -6.83)
C (7.42, 0.73, -6.09)
C (6.13, 0.88, -5.30)
H (4.00, -5.71, -3.34)
H (3.51, -4.13, -3.98)
H (2.35, -5.13, -3.11)
H (4.87, -3.98, -1.78)
H (3.61, -4.89, -1.00)
H (2.01, -3.94, -0.04)
H (2.12, 1.38, -2.51)
H (5.00, -2.54, -3.24)
H (6.68, -2.18, -3.92)
H (7.77, -0.83, -3.96)
H (6.66, -2.47, -6.30)
H (8.35, -2.21, -5.84)
H (6.61, -0.60, -7.46)
H (8.24, -0.65, -7.43)
H (7.51, 1.54, -6.81)
H (8.31, 0.73, -5.46)
H (5.32, 1.12, -5.99)
H (6.26, 1.73, -4.63)
C (-1.20, -3.21, 7.09)
N (-1.56, -1.81, 7.00)
C (-0.51, -0.94, 7.55)
N (0.73, -1.07, 6.79)
C (1.12, -2.47, 6.81)
N (0.01, -3.28, 6.26)
C (-0.18, -3.18, 4.85)
P (-0.69, -1.41, 4.38)
C (-2.03, -1.39, 5.70)
C (0.60, -0.56, 5.43)
H (-1.98, -3.86, 6.69)
H (-0.97, -3.49, 8.12)
H (-0.33, -1.22, 8.59)
H (-0.86, 0.09, 7.51)
H (1.31, -2.79, 7.84)
H (2.00, -2.63, 6.20)
H (-0.95, -3.87, 4.51)
H (0.75, -3.38, 4.32)
H (-2.86, -2.03, 5.38)
H (-2.41, -0.37, 5.77)
H (0.36, 0.50, 5.47)
H (1.56, -0.65, 4.93)

Löwdin atomic charge list, values in e, 8 entries:
1. Os 1.3733
2. C -0.2750
3. C -0.2993
4. P 0.8721
5. C -0.3525
6. C -0.0861
7. C -0.0377
8. C -0.0277

The following is a quantum chemistry calculation of one molecule with the formula CHBrN4O, from OMol25.

Properties
Gap between HOMO and LUMO ... 0.3253 Ha
E_HOMO ... -0.402 Eh
SMILES ... OC1(Br)N=NN=N1
Total charge ... 0

Cartesian coordinates (Å):
C (-0.56, -0.36, -0.06)
N (-0.38, 0.52, -1.11)
N (-0.14, 0.46, 1.11)
N (0.19, 1.53, -0.78)
N (0.35, 1.46, 0.70)
O (0.89, -1.34, -0.09)
Br (-1.94, -1.60, 0.27)
H (1.59, -0.69, -0.04)

From a natural (NBO) analysis of the wavefunction, the atomic charges in e read:
1. C 0.2859
2. N -0.1699
3. N -0.1216
4. N 0.0291
5. N -0.0300
6. O -0.6669
7. Br 0.2126
8. H 0.4607

The following is a quantum chemistry calculation of a 13-piece molecular cluster, C25H73ClNO12S2 overall, from OMol25.

Properties
Gap between HOMO and LUMO ... 0.1561 Ha
E_HOMO ... -0.086 Eh
Total charge ... -1

Cartesian coordinates (Å):
C (3.69, -0.81, 0.49)
C (3.14, -2.25, 0.51)
C (1.65, -2.36, 0.18)
C (1.42, -2.27, -1.34)
N (0.23, -1.40, -1.66)
C (0.68, 0.00, -1.72)
C (-0.50, 0.98, -1.85)
C (-0.93, 1.62, -0.51)
C (-2.40, 2.04, -0.45)
C (-2.95, 2.83, -1.65)
Cl (-4.55, 1.94, -2.14)
C (-0.27, -1.82, -2.91)
S (0.62, -2.09, -4.27)
S (-1.99, -2.01, -3.02)
C (-2.56, -2.35, -1.33)
C (-2.61, -1.02, -0.54)
C (-4.00, -0.82, 0.08)
H (2.93, -0.10, 0.82)
H (4.53, -0.76, 1.18)
H (4.04, -0.57, -0.51)
H (3.28, -2.63, 1.53)
H (3.76, -2.86, -0.15)
H (1.14, -1.50, 0.62)
H (1.24, -3.29, 0.56)
H (2.31, -1.87, -1.82)
H (1.17, -3.27, -1.68)
H (1.20, 0.21, -0.78)
H (1.40, 0.16, -2.52)
H (-0.14, 1.78, -2.49)
H (-1.36, 0.55, -2.34)
H (-0.75, 0.87, 0.27)
H (-0.27, 2.46, -0.31)
H (-3.06, 1.19, -0.25)
H (-2.49, 2.69, 0.43)
H (-2.29, 2.71, -2.52)
H (-3.57, -2.72, -1.44)
H (-2.00, -3.12, -0.81)
H (-1.81, -0.96, 0.20)
H (-2.51, -0.23, -1.28)
H (-4.68, -0.45, -0.69)
H (-4.40, -1.78, 0.41)
H (-3.96, -0.10, 0.90)
C (3.04, 2.76, 1.12)
O (1.74, 2.28, 1.41)
H (3.53, 2.02, 0.48)
H (3.01, 3.71, 0.59)
H (3.62, 2.87, 2.04)
H (1.31, 2.93, 1.97)
C (-6.43, 1.89, 1.40)
O (-5.03, 2.10, 1.44)
H (-6.79, 1.77, 2.42)
H (-6.94, 2.74, 0.94)
H (-6.67, 0.98, 0.84)
H (-4.73, 2.20, 0.53)
C (1.38, 6.08, 0.09)
O (1.21, 5.50, 1.38)
H (1.67, 5.29, -0.60)
H (0.44, 6.52, -0.25)
H (2.16, 6.84, 0.11)
H (0.95, 6.20, 1.99)
C (7.43, -0.89, 2.71)
O (6.67, 0.29, 2.94)
H (7.54, -1.01, 1.63)
H (8.42, -0.81, 3.16)
H (6.91, -1.76, 3.11)
H (6.58, 0.39, 3.89)
C (5.78, 5.66, 2.92)
O (5.27, 4.47, 3.50)
H (5.30, 6.50, 3.41)
H (6.86, 5.73, 3.06)
H (5.55, 5.70, 1.85)
H (5.70, 3.73, 3.05)
C (-0.63, -4.76, 3.01)
O (-0.44, -4.65, 1.60)
H (0.35, -4.71, 3.48)
H (-1.25, -3.95, 3.38)
H (-1.10, -5.72, 3.26)
H (-1.31, -4.70, 1.19)
C (-1.89, -6.30, -0.72)
O (-2.51, -5.37, 0.18)
H (-0.94, -5.88, -1.02)
H (-1.72, -7.26, -0.22)
H (-2.52, -6.45, -1.60)
H (-3.36, -5.74, 0.45)
C (4.97, -0.57, 6.67)
O (5.13, -0.47, 5.26)
H (5.96, -0.50, 7.12)
H (4.35, 0.25, 7.04)
H (4.52, -1.52, 6.94)
H (4.26, -0.53, 4.86)
C (0.36, -4.14, -7.62)
O (0.28, -4.73, -6.33)
H (0.49, -4.93, -8.35)
H (-0.56, -3.59, -7.85)
H (1.21, -3.45, -7.68)
H (0.16, -4.01, -5.70)
C (2.12, 3.37, -4.84)
O (2.43, 2.02, -4.52)
H (3.05, 3.93, -4.85)
H (1.64, 3.44, -5.82)
H (1.45, 3.80, -4.09)
H (1.61, 1.52, -4.51)
C (-5.13, -0.89, -5.00)
O (-6.06, 0.01, -4.42)
H (-5.69, -1.73, -5.43)
H (-4.56, -0.41, -5.79)
H (-4.45, -1.27, -4.24)
H (-5.55, 0.75, -4.04)
C (-7.43, 1.58, 5.45)
O (-6.03, 1.79, 5.48)
H (-7.78, 1.47, 6.48)
H (-7.94, 2.43, 5.00)
H (-7.67, 0.67, 4.89)
H (-5.72, 1.89, 4.58)

Löwdin atomic charge list, values in e, 8 entries:
1. C -0.0990
2. C -0.2489
3. C -0.1759
4. C -0.2003
5. N -0.1805
6. C -0.1744
7. C -0.1893
8. C -0.2069

The following is a quantum chemistry calculation of a 2-piece molecular cluster, C4H11NO overall, from OMol25.

Properties
Gap between HOMO and LUMO ... 0.3392 Ha
E_HOMO ... -0.309 Eh
SMILES ... CC(C)=CN.O
Total charge ... 0

Cartesian coordinates (Å):
C (-0.82, 1.47, -0.13)
C (-0.02, 0.46, -0.90)
C (0.98, -0.22, -0.35)
N (1.33, -0.14, 1.03)
C (-0.33, 0.24, -2.35)
H (-0.43, 2.48, -0.31)
H (-1.85, 1.40, -0.47)
H (-0.76, 1.31, 0.94)
H (1.57, -0.96, -0.88)
H (2.14, -0.71, 1.22)
H (1.46, 0.79, 1.39)
H (-1.40, 0.13, -2.55)
H (-0.02, 1.07, -3.00)
H (0.24, -0.60, -2.75)
H (-0.16, -1.07, 1.81)
H (-1.15, -2.19, 1.60)
O (-0.88, -1.55, 2.28)

natural (NBO) atomic charge list, values in e, 8 entries:
1. C -0.6470
2. C -0.0432
3. C -0.0381
4. N -0.8586
5. C -0.6244
6. H 0.2148
7. H 0.2195
8. H 0.2236

The following is a quantum chemistry calculation of a 2-piece molecular cluster, C10H11NO2 overall, from OMol25.

Properties
Gap between HOMO and LUMO (alpha / beta) ... 0.2568 / 0.2498 Ha
E_HOMO (alpha / beta) ... -0.317 / -0.276 Eh
Total charge ... 0

Cartesian coordinates (Å):
C (-0.38, -0.71, -0.53)
C (0.79, -0.48, -0.42)
C (-0.16, 1.03, 1.72)
C (-1.34, 0.53, 1.13)
C (1.18, 0.78, 1.43)
C (-1.53, -0.41, 0.17)
C (1.81, 0.12, 0.36)
C (2.74, 1.94, -1.57)
C (-2.87, -1.98, -1.04)
C (-2.93, -0.95, 0.03)
N (3.14, -0.18, 0.22)
O (4.04, 0.31, 0.92)
O (3.42, -0.95, -0.71)
H (-0.26, 1.43, 2.71)
H (-2.40, 0.73, 1.50)
H (1.86, 1.21, 2.18)
H (3.78, 2.06, -1.00)
H (1.91, 2.49, -1.34)
H (2.83, 1.46, -2.59)
H (-2.66, -1.57, -2.02)
H (-3.79, -2.50, -1.28)
H (-2.25, -2.83, -0.82)
H (-3.21, -1.33, 0.99)
H (-3.71, -0.18, -0.07)

natural (NBO) atomic charge list, values in e, 8 entries:
1. C -0.0645
2. C 0.1984
3. C -0.2259
4. C -0.1490
5. C -0.1208
6. C 0.0031
7. C -0.0245
8. C -0.5200

Summary of electronic energy in eV
-55544.22534 -95671.53768 -18598.09843 -99819.42905 -79098.71209 -87355.25824 -7863.69737 -16123.05117
(order as listed above)
Summary of F_max in Eh/bohr
0.044 0.061 0.107 0.029 0.104 0.032 0.018 0.097
(order as listed above)